Computed, not measured: a structure of composition C36H66AsN3O4PtSSi7Te at a distorted geometry, with ωB97M-V/def2-TZVPD.

```
! RIJCOSX wB97M-V def2-TZVPD def2/J DEFGRID3
* xyz 0 1
Pt -0.70 -0.24 -0.06
N 0.04 -2.01 3.61
C -1.31 -2.22 3.70
C -2.08 -2.88 4.64
C -3.46 -2.88 4.44
C -4.02 -2.26 3.33
C -3.26 -1.60 2.38
C -1.88 -1.58 2.57
N -0.88 -0.98 1.85
C 0.27 -1.23 2.50
C 1.53 -0.68 2.17
C 2.75 -0.87 2.82
S 4.00 0.03 2.04
C 2.81 0.57 0.88
N 1.63 0.13 1.08
H 0.74 -2.38 4.22
H -1.64 -3.36 5.49
H -4.10 -3.37 5.15
H -5.10 -2.30 3.21
H -3.70 -1.13 1.52
H 2.95 -1.43 3.71
H 3.07 1.21 0.07
O 0.06 1.96 -3.71
C -0.61 1.35 -2.88
O -0.09 0.69 -1.92
C -2.12 1.30 -3.06
C -2.66 1.85 -4.22
C -4.02 1.75 -4.52
C -4.81 1.08 -3.62
O -6.15 0.78 -3.68
C -6.41 -0.03 -2.56
O -5.27 -0.11 -1.74
C -4.27 0.54 -2.45
C -2.94 0.63 -2.15
H -2.00 2.34 -4.91
H -4.42 2.18 -5.42
H -6.68 -1.05 -2.90
H -7.25 0.39 -1.99
H -2.53 0.20 -1.23
C -0.83 -1.18 -4.99
Si -1.41 -2.45 -3.68
C -3.33 -2.48 -3.50
C -0.99 -4.12 -4.54
As -0.38 -2.26 -1.52
Si -1.06 -4.27 -0.43
C -1.12 -5.96 -1.35
C -2.84 -3.92 0.17
C 0.11 -4.53 1.07
Si 1.93 -2.41 -2.12
C 3.00 -2.55 -0.54
C 2.42 -0.92 -3.21
C 2.27 -4.04 -3.08
H -1.62 -0.94 -5.70
H 0.01 -1.57 -5.55
H -0.52 -0.24 -4.54
H -3.77 -3.25 -4.12
H -3.75 -1.53 -3.82
H -3.64 -2.66 -2.47
H -1.54 -4.18 -5.48
H -1.26 -4.98 -3.95
H 0.06 -4.18 -4.78
H -1.95 -6.02 -2.04
H -1.23 -6.77 -0.64
H -0.20 -6.14 -1.90
H -3.57 -4.50 -0.40
H -3.06 -2.87 0.02
H -3.00 -4.13 1.22
H 0.85 -5.30 0.89
H -0.44 -4.82 1.96
H 0.65 -3.61 1.30
H 2.52 -2.00 0.27
H 3.98 -2.11 -0.68
H 3.12 -3.57 -0.20
H 1.98 -0.01 -2.82
H 2.06 -1.05 -4.22
H 3.50 -0.77 -3.26
H 1.67 -4.86 -2.70
H 3.31 -4.33 -2.97
H 2.08 -3.93 -4.14
C -4.93 1.34 3.55
Si -3.57 2.66 3.81
C -4.44 4.08 4.74
C -2.19 1.94 4.94
Si -2.64 3.58 1.80
Te -0.71 2.29 0.74
Si -1.55 5.65 2.28
C -0.17 5.35 3.57
C -2.64 7.03 3.04
C -0.80 6.42 0.69
Si -4.32 3.98 0.13
C -5.36 5.49 0.67
C -5.54 2.52 -0.03
C -3.57 4.34 -1.59
H -5.44 1.10 4.48
H -4.52 0.41 3.16
H -5.68 1.69 2.85
H -5.05 3.71 5.57
H -5.10 4.62 4.07
H -3.74 4.80 5.16
H -2.59 1.55 5.87
H -1.47 2.71 5.18
H -1.66 1.14 4.44
H -0.60 5.05 4.52
H 0.43 6.24 3.75
H 0.51 4.56 3.25
H -2.95 6.77 4.05
H -3.53 7.21 2.46
H -2.09 7.97 3.10
H -0.25 5.68 0.11
H -0.12 7.23 0.91
H -1.59 6.82 0.05
H -5.81 5.32 1.65
H -6.17 5.69 -0.03
H -4.76 6.39 0.74
H -6.27 2.53 0.78
H -5.03 1.56 -0.01
H -6.10 2.58 -0.96
H -2.95 5.23 -1.58
H -4.34 4.48 -2.34
H -2.94 3.52 -1.92
*
```

## Properties
HOMO energy, eV: -6.62
Kohn-Sham gap, eV: 5.795
ΔE to the lowest compared entry with this formula, charge and spin, kcal per mole: 18.3
E_tot, Eh: -6924.59858